The molecule C20H20N4OS in a non-equilibrium geometry, computed with the ωB97M-V functional and the def2-TZVPD basis.

- Kohn-Sham gap (eV) = 9.04
- LUMO energy (eV) = 0.656
- DFT total energy (Ha) = -1466.60544

Structure (ORCA input):
```
! wB97M-V def2-TZVPD RIJCOSX def2/J DEFGRID3
* xyz 0 1
C -3.40 2.03 -1.13
C -2.01 1.75 -0.71
N -1.66 1.11 0.37
N -0.31 1.08 0.44
C 0.15 1.72 -0.60
N -0.88 2.17 -1.38
C -0.78 2.89 -2.59
C 0.05 4.00 -2.65
C 0.16 4.71 -3.83
C -0.57 4.32 -4.95
C -1.40 3.22 -4.88
C -1.51 2.50 -3.70
H -2.14 1.62 -3.65
H -1.97 2.90 -5.74
H -0.49 4.88 -5.87
H 0.81 5.57 -3.89
H 0.62 4.30 -1.78
S 1.82 1.91 -1.00
C 2.43 0.55 0.05
H 2.30 0.85 1.08
C 1.66 -0.71 -0.34
O 1.52 -0.99 -1.52
N 1.17 -1.48 0.64
C 0.28 -2.57 0.28
C 0.73 -3.84 1.00
C 0.70 -3.61 2.48
C 0.45 -4.64 3.37
C 0.40 -4.41 4.73
C 0.59 -3.12 5.21
C 0.84 -2.09 4.33
C 0.90 -2.32 2.96
C 1.20 -1.16 2.05
H 2.20 -0.80 2.32
H 0.48 -0.35 2.25
H 0.98 -1.08 4.70
H 0.55 -2.93 6.27
H 0.21 -5.22 5.41
H 0.29 -5.64 2.99
H 0.08 -4.68 0.73
H 1.75 -4.10 0.68
H 0.32 -2.69 -0.80
H -0.74 -2.31 0.59
H 3.48 0.43 -0.20
H -3.76 1.25 -1.81
H -3.46 2.99 -1.63
H -4.04 2.02 -0.25
*
```